*a*
Density functional theory data (ωB97M-V with the def2-TZVPD basis set) for a cluster of 2 separate species, C5H15N3 in total.

Total charge = 0
HOMO-LUMO gap = 9.5 eV
Lowest unoccupied orbital energy = 0.93 eV
SMILES string = CN[C@H](C)N.[H]/N=C\C

Geometry (Å):
C1 -0.822 0.777 1.555
C2 1.332 -0.507 1.813
C3 -1.988 0.885 0.591
N1 0.112 -0.339 1.048
N2 -0.158 2.038 1.657
H1 -0.425 -1.202 1.063
H2 -1.165 0.511 2.571
H3 0.617 2.011 2.307
H4 0.180 2.334 0.749
H5 1.839 -1.417 1.489
H6 1.164 -0.580 2.900
H7 1.994 0.341 1.625
H8 -2.696 0.073 0.750
H9 -2.496 1.837 0.733
H10 -1.620 0.814 -0.445
C4 1.165 -1.357 -2.893
C5 0.258 -0.648 -1.935
N3 -0.851 -0.120 -2.205
H11 -1.171 -0.237 -3.170
H12 0.520 -0.597 -0.823
H13 1.316 -2.385 -2.565
H14 0.757 -1.368 -3.905
H15 2.138 -0.867 -2.912

=====

*b*
Density functional theory data (ωB97M-V with the def2-TZVPD basis set) for a structure of composition C5H15N3.

Total charge = 0
HOMO-LUMO gap = 8.2 eV
Lowest unoccupied orbital energy = 0.91 eV

Geometry (Å):
C1 -0.732 0.879 -0.809
C2 -1.582 -0.333 -0.420
C3 0.887 2.520 -0.063
C4 2.089 -0.411 -0.045
C5 -1.428 -2.566 0.451
N1 0.088 1.362 0.302
N2 -0.720 -1.461 -0.140
N3 0.852 0.312 0.888
H1 1.206 0.656 1.778
H2 -0.006 -0.823 0.820
H3 -1.366 1.718 -1.107
H4 -0.113 0.568 -1.666
H5 -2.157 -0.044 0.483
H6 -2.276 -0.562 -1.242
H7 1.547 2.347 -0.926
H8 1.486 2.836 0.793
H9 0.209 3.332 -0.326
H10 -1.934 -2.303 1.402
H11 -2.208 -2.946 -0.225
H12 2.256 -1.376 0.422
H13 1.730 -0.607 -1.049
H14 2.910 0.300 0.063
H15 -0.739 -3.399 0.617

=====

Most favorable first, least favorable last: *a*, *b*

=====

*a*
Density functional theory data (ωB97M-V with the def2-TZVPD basis set) for a structure of composition C30H36BClF4N7O5Y.

Total charge = 0
HOMO-LUMO gap = 5.5 eV
Lowest unoccupied orbital energy = -0.85 eV

Geometry (Å):
Y1 -0.466 -1.281 -0.603
C1 1.615 2.179 5.386
O1 2.236 3.347 4.895
C2 2.539 3.536 3.582
C3 3.282 4.702 3.370
C4 3.689 5.099 2.115
C5 3.361 4.318 1.019
C6 2.633 3.162 1.210
C7 2.198 2.746 2.472
N1 1.470 1.549 2.540
C8 0.806 1.036 1.467
N2 -0.062 1.904 0.877
C9 -0.518 2.027 -0.434
C10 -0.675 0.961 -1.343
C11 -1.046 1.370 -2.638
C12 -1.380 2.671 -2.970
C13 -1.305 3.679 -2.027
C14 -0.820 3.369 -0.773
O2 -0.639 4.310 0.221
C15 0.011 5.510 -0.144
N3 0.888 -0.211 1.083
C16 1.805 -1.100 1.637
C17 1.289 -2.488 1.576
C18 1.918 -3.441 2.524
C19 3.009 -3.082 3.279
C20 3.706 -1.942 2.902
C21 3.084 -0.922 2.140
O3 3.670 0.297 1.915
C22 4.989 0.517 2.350
H1 1.468 2.369 6.449
H2 2.261 1.303 5.276
H3 0.646 1.986 4.926
H4 3.526 5.288 4.242
H5 4.264 6.003 1.994
H6 3.684 4.594 0.027
H7 2.410 2.530 0.362
H8 1.614 0.880 3.288
H9 -0.103 2.804 1.346
H10 -1.073 0.649 -3.438
H11 -1.704 2.900 -3.974
H12 -1.609 4.683 -2.270
H13 -0.546 6.078 -0.892
H14 1.011 5.300 -0.529
H15 0.090 6.097 0.768
H16 1.226 -3.826 0.096
H17 0.318 -4.750 2.666
H18 3.355 -3.703 4.091
H19 4.679 -1.766 3.326
H20 5.237 1.527 2.022
H21 5.688 -0.192 1.891
H22 5.078 0.456 3.441
Cl1 -0.098 -0.470 4.252
C23 -0.988 -2.020 2.794
C24 -0.014 -2.794 2.272
O4 0.596 -3.910 3.086
O5 1.336 -2.861 0.140
H23 -1.381 -1.205 2.193
H24 -1.645 -2.424 3.545
F1 -0.613 -3.835 -1.379
B1 -1.411 -4.332 -0.295
F2 -0.570 -4.834 0.666
F3 -2.332 -5.223 -0.674
F4 -2.021 -3.091 0.194
C25 -3.095 -3.321 -2.881
N4 -3.997 -3.490 -4.007
C26 -3.230 -3.366 -5.238
N5 -2.563 -2.070 -5.317
C27 -1.685 -1.942 -4.166
N6 -2.418 -2.002 -2.882
C28 -3.490 -0.982 -2.892
N7 -4.378 -1.118 -4.034
C29 -4.999 -2.436 -3.978
C30 -3.586 -1.031 -5.255
H25 -2.344 -4.109 -2.937
H26 -3.662 -3.435 -1.955
H27 -3.900 -3.473 -6.094
H28 -2.475 -4.156 -5.271
H29 -1.141 -0.998 -4.254
H30 -0.963 -2.765 -4.183
H31 -3.057 0.021 -2.910
H32 -4.079 -1.096 -1.974
H33 -5.671 -2.552 -4.832
H34 -5.577 -2.521 -3.054
H35 -3.105 -0.050 -5.297
H36 -4.248 -1.140 -6.118

=====

*b*
Density functional theory data (ωB97M-V with the def2-TZVPD basis set) for a structure of composition C30H36BClF4N7O5Y.

Total charge = 0
HOMO-LUMO gap = 8.0 eV
Lowest unoccupied orbital energy = -0.08 eV

Geometry (Å):
Y1 0.240 0.013 0.239
C1 -2.557 2.664 -3.853
O1 -2.423 2.282 -5.213
C2 -1.244 1.918 -5.776
C3 -1.326 1.650 -7.147
C4 -0.223 1.255 -7.872
C5 1.017 1.116 -7.253
C6 1.112 1.389 -5.903
C7 0.001 1.782 -5.158
N1 0.169 2.044 -3.780
C8 0.432 1.125 -2.847
N2 0.135 -0.173 -3.151
C9 0.899 -1.303 -2.719
C10 1.281 -1.521 -1.399
C11 2.131 -2.639 -1.227
C12 2.469 -3.510 -2.242
C13 1.969 -3.311 -3.527
C14 1.194 -2.201 -3.771
O2 0.670 -1.885 -4.998
C15 1.105 -2.661 -6.104
N3 0.821 1.427 -1.615
C16 1.425 2.666 -1.343
C17 0.926 3.284 -0.190
C18 1.318 4.481 0.303
C19 2.225 5.308 -0.348
C20 2.819 4.686 -1.422
C21 2.410 3.430 -1.960
O3 2.959 2.969 -3.103
C22 3.349 3.944 -4.085
H1 -3.605 2.946 -3.758
H2 -1.931 3.530 -3.633
H3 -2.354 1.817 -3.189
H4 -2.292 1.768 -7.618
H5 -0.330 1.061 -8.930
H6 1.887 0.813 -7.819
H7 2.054 1.299 -5.378
H8 0.173 3.077 -3.535
H9 -0.211 -0.273 -4.098
H10 2.559 -2.835 -0.257
H11 3.118 -4.358 -2.060
H12 2.209 -4.000 -4.324
H13 0.770 -3.696 -6.026
H14 2.192 -2.621 -6.190
H15 0.651 -2.204 -6.980
H16 1.437 1.745 1.996
H17 -0.198 4.642 1.742
H18 2.510 6.293 -0.014
H19 3.635 5.173 -1.935
H20 3.446 3.395 -5.018
H21 4.315 4.383 -3.824
H22 2.569 4.701 -4.185
Cl1 -0.241 4.994 -3.573
C23 -1.616 3.524 -0.640
C24 -0.470 3.638 -0.012
O4 -0.097 4.869 0.797
O5 1.410 1.440 1.087
H23 -1.741 2.710 -1.338
H24 -2.435 4.211 -0.492
F1 -0.227 0.256 2.797
B1 -1.369 1.083 2.593
F2 -1.014 2.421 2.660
F3 -2.393 0.739 3.415
F4 -1.764 0.765 1.206
C25 -1.927 -2.142 2.084
N4 -2.341 -3.430 2.596
C26 -1.220 -4.021 3.322
N5 -0.047 -4.196 2.461
C27 0.350 -2.897 1.945
N6 -0.740 -2.240 1.161
C28 -1.144 -3.190 0.067
N7 -1.548 -4.484 0.575
C29 -2.680 -4.306 1.481
C30 -0.428 -5.049 1.331
H25 -1.663 -1.495 2.916
H26 -2.746 -1.683 1.528
H27 -1.521 -4.994 3.713
H28 -0.953 -3.375 4.160
H29 1.209 -3.025 1.295
H30 0.608 -2.236 2.777
H31 -0.301 -3.315 -0.606
H32 -1.972 -2.732 -0.481
H33 -2.986 -5.279 1.870
H34 -3.516 -3.877 0.924
H35 0.428 -5.168 0.666
H36 -0.718 -6.030 1.712

=====

Most favorable first, least favorable last: *b*, *a*

=====

*a*
Density functional theory data (ωB97M-V with the def2-TZVPD basis set) for a cluster of 2 separate species, C7H16O in total.

Total charge = 0
HOMO-LUMO gap = 9.9 eV
Lowest unoccupied orbital energy = 0.67 eV
SMILES string = C=C(C)CCCC.O

Geometry (Å):
C1 1.441 1.312 -2.713
C2 1.450 0.287 -1.583
C3 0.045 -0.017 -1.059
C4 -0.284 0.831 0.205
C5 -2.712 0.933 0.669
C6 -1.545 0.336 0.868
C7 -1.419 -0.808 1.849
H1 2.447 1.455 -3.113
H2 0.793 1.040 -3.534
H3 1.238 2.322 -2.352
H4 1.926 -0.630 -1.926
H5 2.035 0.713 -0.768
H6 -0.759 0.210 -1.773
H7 -0.078 -1.065 -0.823
H8 -0.494 1.842 -0.132
H9 0.532 0.651 0.898
H10 -3.679 0.674 1.083
H11 -2.716 1.828 0.042
H12 -1.034 -1.738 1.423
H13 -2.416 -1.049 2.231
H14 -0.841 -0.500 2.724
H15 1.527 -3.460 2.375
H16 2.607 -2.352 2.450
O1 1.935 -2.817 2.958

=====

*b*
Density functional theory data (ωB97M-V with the def2-TZVPD basis set) for a cluster of 2 separate species, C7H16O in total.

Total charge = 0
HOMO-LUMO gap = 10.1 eV
Lowest unoccupied orbital energy = 0.82 eV
SMILES string = C=C(CC)CCC.O

Geometry (Å):
C1 1.371 1.605 -1.443
C2 0.061 0.898 -1.834
C3 -0.002 -0.542 -1.371
C4 -0.849 -0.685 -0.079
C5 -2.154 -0.903 -0.127
C6 -0.093 -0.673 1.223
C7 0.465 -2.007 1.661
H1 2.213 0.965 -1.718
H2 1.407 1.890 -0.418
H3 1.499 2.463 -2.105
H4 -0.873 1.408 -1.603
H5 0.032 0.988 -2.947
H6 -0.442 -1.259 -2.081
H7 0.960 -1.003 -1.091
H8 -2.738 -0.942 -1.043
H9 -2.739 -1.054 0.791
H10 -0.770 -0.236 1.943
H11 0.735 0.029 1.054
H12 -0.363 -2.719 1.759
H13 1.159 -2.341 0.872
H14 0.998 -1.930 2.601
H15 -0.643 1.900 1.485
H16 0.526 1.980 2.675
O1 0.240 2.167 1.795

=====

Most favorable first, least favorable last: *a*, *b*